This record from OMol25 describes a molecular structure, C52H39N4O2ReS. The level of theory is ωB97M-V/def2-TZVPD.

CARTESIAN COORDINATES (ANGSTROEM)
C -1.9702 -3.1677 -2.7811
C -0.9224 -0.0393 3.6938
C 1.1218 -3.6912 2.8522
C -1.3855 4.9446 6.6167
C 3.7148 -0.2820 -1.4146
H -1.8361 3.0594 7.5388
H 1.4402 -2.8796 3.5049
H -0.0198 -6.5965 0.5616
C -0.3121 2.4120 3.0886
C 2.7217 -1.7923 -3.5394
H 3.4872 -4.3121 -3.5813
C -2.5261 4.5431 1.3437
C -2.7939 3.4567 0.4785
H -1.1534 1.7194 5.6435
H -3.2665 -4.8787 -2.7501
O -0.2264 2.3585 -1.6125
H -5.5385 4.8944 -1.0084
C -2.4974 -4.3475 -3.3037
C 1.1228 -5.0014 3.3357
C 0.6586 -3.3960 1.5621
N -0.0246 2.9664 0.3792
C 0.2858 -5.7867 1.2175
H 1.9880 1.0999 0.4264
C 0.2248 -4.4686 0.7621
H 2.6042 3.1593 2.0601
H -4.0757 2.9927 -1.2035
H -3.0885 6.4925 2.1181
Re 0.6085 1.2695 -0.5948
C 3.3450 2.7218 -3.4097
H -1.6602 4.5404 1.9825
C 1.6504 -2.3794 -2.4063
N -1.0930 0.7999 -1.2694
O 2.8301 2.4731 -0.7995
H -0.8356 6.6324 5.4300
C 0.8635 -1.1738 -2.3265
H -4.3316 0.8191 -0.8883
C 1.1491 1.8453 0.8751
C -0.6630 2.0249 0.5914
C -1.9778 2.1342 0.3770
C -1.4386 -0.1906 -2.0931
C 0.7188 -6.0501 2.5128
C 0.6169 -1.9850 1.0560
H 2.1966 -3.7594 -0.8364
H 4.1052 0.2951 -0.5787
C -1.0192 -4.1363 -5.1887
C -0.5174 -2.9240 -4.6788
C -0.6697 -1.2072 3.0913
C 0.3309 3.1782 1.6663
C -4.6884 4.8219 -0.3370
H 4.3906 2.4693 -3.2164
H -0.1493 -4.2853 -0.2429
C -0.5970 3.3240 4.3225
H 2.3242 -2.3693 -4.3716
H -3.4526 -0.9147 -2.7398
N 1.2259 -0.5979 -1.1005
C -0.8930 5.5426 5.4634
H 1.6806 0.9069 1.0597
H 0.2717 -2.4134 -5.2260
H -2.3299 -2.8381 -1.8066
C 1.7995 -2.8185 -1.1557
H 3.9448 -4.3512 -1.8754
C -3.3149 0.6174 -1.1916
H 5.1246 -3.8234 -3.1062
N -0.2615 0.2927 1.4781
H -0.1307 5.3054 3.4824
H 3.0403 2.3425 -4.3879
S 2.2857 2.0152 -2.1214
C -4.4374 5.8227 0.5880
C 2.3189 -0.4640 -3.3758
H -1.7064 5.5347 7.4744
C -3.8612 3.6879 -0.4034
H 1.8872 -2.9148 -3.3090
C 1.2323 -1.6839 -0.3494
C -2.8370 -0.2459 -2.1605
C -2.0138 -4.8400 -4.5068
H -1.4086 0.0446 4.6470
C -1.0659 2.7866 5.5318
H 1.4316 -5.1916 4.3588
H -0.6237 -4.5452 -6.1157
C -0.4735 1.0130 2.8187
C -1.4587 3.5614 6.6499
H -5.0962 6.6819 0.6627
C 4.0709 -3.7970 -2.8112
C 3.6203 -2.3763 -2.6395
C -3.3270 5.7035 1.4075
C 4.1170 -1.6097 -1.5785
C 2.8188 0.2991 -2.3155
C -0.9870 -2.4164 -3.4579
H 4.8184 -2.0430 -0.8685
C -0.0425 -1.0212 1.7786
C 1.7057 2.9422 1.5155
H 1.6103 -0.0364 -4.0805
H 3.2282 3.8081 -3.3949
C -2.1981 1.1175 -0.6159
H -0.9206 -2.1513 3.5400
H 0.7304 -7.0692 2.8850
H -2.4022 -5.7760 -4.8996
C -0.4508 -1.1847 -2.7497
C -0.4931 4.7472 4.3443

Force components x, y, z for each atom (eV/Å):
C -0.2 -0.1 0.1
C 0.2 -0.5 -0.1
C -0.2 -0.2 0.0
C 0.1 -0.1 -0.1
C 0.7 0.3 -0.8
H 0.1 0.0 -0.2
H 0.0 -0.1 -0.2
H 0.0 0.1 0.1
C 0.4 -0.4 -3.0
C 4.7 1.1 -2.1
H 0.1 0.0 0.0
C -0.1 0.3 0.2
C 0.9 -0.9 -0.3
H 0.0 -0.1 -0.1
H 0.1 0.0 -0.1
O 0.3 6.1 -7.5
H 0.1 0.0 0.0
C 0.4 0.4 0.1
C -0.1 0.2 -0.3
C 0.2 0.1 -0.3
N 4.3 15.3 -0.2
C 0.0 0.5 0.1
H 5.6 -0.3 -4.1
C 0.1 -0.2 0.1
H 0.1 -0.2 0.4
H 0.1 -0.2 0.1
H 0.1 -0.2 -0.1
Re -2.3 -7.6 -8.5
C 1.2 0.4 0.0
H 0.0 -0.3 0.1
C -2.8 -3.5 0.1
N -4.9 -7.3 0.5
O 1.7 0.7 -1.0
H 0.1 -0.3 -0.3
C -2.4 0.1 -1.0
H 0.1 -0.2 -0.1
C 10.0 6.9 11.9
C -14.7 -5.4 -1.0
C -4.2 -0.3 0.1
C 2.0 -3.7 -3.5
C 0.1 0.0 0.1
C 1.4 0.7 -3.3
H 0.0 0.0 0.4
H -0.2 0.0 -0.2
C 0.0 0.2 0.3
C -0.2 -0.5 0.2
C 0.0 -1.0 0.8
C 0.1 3.2 7.1
C 0.5 -0.7 0.1
H 0.0 0.0 -0.1
H 0.1 0.1 0.2
C 0.0 -0.4 -0.5
H 1.5 1.1 -1.5
H 0.2 0.0 -0.3
N -3.2 0.8 0.9
C 0.3 -0.9 -0.9
H 0.1 -5.1 6.5
H -0.2 0.1 0.0
H 0.2 0.1 -0.3
C -2.6 0.5 4.0
H 0.2 0.0 -0.1
C -1.7 -1.4 -1.1
H -0.2 0.0 0.1
N 1.0 -1.3 3.2
H 0.0 -0.4 0.0
H -0.1 -0.1 0.2
S 1.5 -0.2 -2.9
C -0.1 0.1 0.0
C -0.8 2.4 -1.3
H 0.1 -0.1 -0.2
C -0.7 0.3 -0.2
H -4.4 -2.8 1.5
C -0.2 -5.0 3.7
C -1.3 -0.5 -0.3
C 0.2 0.1 -0.3
H 0.0 0.2 0.1
C -0.3 0.2 0.8
H 0.0 0.0 -0.1
H 0.0 0.2 0.1
C -0.5 1.9 -0.2
C 0.3 -0.6 -0.8
H 0.1 0.0 0.0
C -0.4 0.0 0.0
C 5.1 1.5 -0.9
C 0.3 -0.9 -0.2
C 0.8 0.3 -0.8
C 3.2 1.0 -0.4
C -0.1 0.5 0.4
H -0.3 -0.1 -0.1
C -1.5 1.0 1.1
C 2.9 -0.2 1.8
H 0.8 0.3 -0.3
H -0.2 -0.1 0.1
C -1.1 3.4 2.2
H 0.1 -0.3 0.0
H 0.0 0.1 0.0
H 0.1 0.1 -0.1
C -2.7 1.5 1.6
C -0.2 0.4 0.3

Output
Multiplicity: 4
Charge: -1
Kohn-Sham gap (spin up / spin down) in eV: 4.22 / 4.54

***

This record from OMol25 describes a molecular structure, C13H20N6O2S. The level of theory is ωB97M-V/def2-TZVPD.

CARTESIAN COORDINATES (ANGSTROEM)
H 1.0862 -2.6425 -2.5383
N 1.5993 -1.7715 -2.5707
H 2.2690 0.1493 -1.3497
C -1.2508 2.2730 -0.4394
S -0.7527 -2.9185 3.9882
C 0.8777 2.1527 2.3256
H -0.0619 0.7447 -3.7382
H -1.3611 -0.2449 -2.2204
H -0.0145 -0.7523 -4.3447
H 1.1782 -2.9527 -0.6722
H -0.9974 -1.9470 -2.3216
H 1.5128 1.2181 -2.2587
O -0.9665 2.7559 0.8766
C -0.6291 -2.2630 1.7288
H 0.9050 2.8651 3.1542
H -0.3297 1.9373 -0.9095
N 0.5216 -0.0865 -3.7970
C -2.2369 1.1215 -0.3439
C 2.2964 1.6366 2.0755
O 1.0463 3.6796 0.5028
H 0.5111 -3.9431 0.4304
C -0.6874 -1.0082 -1.8541
C -0.3910 -2.1739 0.3285
H -1.6549 3.0832 -1.0478
H 2.3826 1.2829 1.0476
H 2.5220 0.7981 2.7296
N -1.5118 -1.5189 3.7212
N -0.2265 -3.2568 2.5202
H 0.2021 1.3479 2.5988
C -1.3701 -1.2679 2.4181
N 1.3419 0.4297 -1.6438
C -0.8776 -1.1030 -0.3609
C -1.8727 -0.1668 1.6885
H -2.4416 0.5948 2.2008
H 2.3106 -1.7940 -1.8537
C 0.3602 2.9285 1.1465
H -3.0721 1.4625 0.2669
C 0.7137 -0.6249 -2.4311
H 3.0349 2.4227 2.1996
H -2.6192 0.8836 -1.3311
C -1.6438 -0.0837 0.3535
N 0.2976 -3.2479 -0.2754

Force components x, y, z for each atom (eV/Å):
H 0.0 0.0 -0.1
N 0.0 -0.1 0.2
H 0.0 -0.1 0.1
C 0.0 0.3 -0.6
S -0.2 0.3 0.2
C 0.2 0.2 0.3
H 0.0 0.0 0.0
H -0.1 0.0 -0.1
H 0.1 -0.1 -0.1
H -0.2 0.0 -0.1
H 0.0 -0.1 0.0
H 0.0 0.0 0.0
O 0.1 -0.5 0.3
C -0.2 0.0 0.2
H -0.1 -0.1 0.1
H 0.1 0.0 0.0
N -0.1 0.1 0.3
C 0.2 0.0 0.5
C -0.1 -0.1 -0.4
O -0.2 -0.4 0.0
H -0.1 -0.1 0.0
C 0.1 0.1 0.2
C 0.2 -0.3 -0.1
H -0.1 0.1 0.1
H 0.0 -0.1 0.0
H 0.1 0.1 0.2
N 0.2 -0.3 0.1
N 0.2 -0.2 -0.2
H -0.1 0.0 -0.1
C 0.0 0.1 -0.2
N 0.1 0.0 0.0
C -0.1 0.4 0.1
C -0.1 0.1 0.2
H -0.1 0.0 0.0
H 0.1 0.0 -0.1
C 0.2 0.6 -0.2
H -0.2 0.0 -0.1
C -0.1 0.1 -0.6
H 0.1 0.0 0.1
H -0.1 0.0 -0.1
C 0.1 -0.2 -0.3
N 0.2 0.0 0.3

Output
Kohn-Sham gap in eV: 7.97

***

This record from OMol25 describes a single C3H7NO2 molecule. The level of theory is ωB97M-V/def2-TZVPD.

CARTESIAN COORDINATES (ANGSTROEM)
N -0.5326 0.5231 0.3179
H -1.4431 0.0905 0.3290
H 0.9999 -2.3237 -0.1143
H 2.0314 -0.5667 -0.6848
H -0.4564 2.1529 1.6628
C 0.3254 -1.5838 -0.5447
H -1.1509 -2.7971 -0.6424
O -0.8694 -2.0052 -1.1069
H 0.5451 2.2899 0.2040
C -0.4143 1.9365 0.5860
H -1.2244 2.4848 0.0941
C 0.4515 -0.3174 -0.0652
O 1.7379 0.1161 -0.0354

Force components x, y, z for each atom (eV/Å):
N 0.0 -0.2 -0.2
H 0.1 0.1 0.1
H 0.2 0.0 -0.7
H 0.8 0.8 0.5
H 0.0 -0.1 -0.2
C -0.2 0.0 0.3
H -0.3 -0.1 0.0
O -0.5 -0.3 0.3
H -0.1 0.0 0.0
C 0.1 0.2 0.0
H 0.2 0.0 0.0
C -0.3 -0.3 -0.1
O 0.0 -0.2 0.1

Output
SMILES string: CN/C(O)=C\O
ΔE to the lowest compared entry with this formula, charge and spin in kcal/mol: 63.5
Kohn-Sham gap in eV: 7.97

***

This record from OMol25 describes a molecular structure, C29H50GeNP2PdSe. The level of theory is ωB97M-V/def2-TZVPD.

CARTESIAN COORDINATES (ANGSTROEM)
C 1.8437 -1.3061 -2.7554
C -1.1477 -2.9489 -1.2405
C -1.0426 0.2159 2.9399
C -2.2432 -2.8210 -0.1796
H -1.7667 -1.1127 -2.2109
C 2.6679 -3.2884 0.7927
H -1.0149 -3.9990 -1.5254
H 0.3798 1.8549 5.5274
H -1.5710 -2.6581 4.5765
H 3.1520 -0.3626 -4.1889
H -2.5859 3.9511 -0.9172
H -2.6920 2.0661 0.7550
H -1.4108 4.2566 0.8206
C 0.4139 3.2423 -3.5780
H 3.2864 -3.2332 -0.1017
H 4.2289 -2.4237 -4.8911
H 3.0941 -4.0404 1.4585
H -2.4310 -2.5851 -2.9261
H 1.3781 0.3901 5.4346
H -0.9959 -2.3361 6.2115
H -2.8951 0.2686 6.6011
Ge -1.0517 -0.1744 4.8988
C -1.5361 -2.1459 -2.4839
C 2.1817 -3.7012 -2.5432
H -2.8918 1.5230 5.3595
H -3.5920 -0.0641 5.0147
H -3.2191 -2.9096 -0.6596
C 0.8709 0.7172 -4.6167
C -2.5668 1.3524 -0.0572
H 0.1575 -2.4213 4.8846
C -0.5002 3.7457 1.1300
H -3.5636 1.0553 -0.3887
H -0.0542 4.3349 1.9327
C 3.4575 -2.4679 -4.1331
H -2.2091 -1.8423 0.3081
H 1.1567 2.3423 2.4101
H 0.8896 -4.6166 2.3643
C -0.8431 -2.0935 5.1594
H 2.0096 1.3386 3.6061
P 0.0391 2.1034 -0.9975
C 0.7034 1.7992 -5.4553
C -2.7843 0.4523 5.5328
C 0.5715 2.1641 -2.7080
C 3.1099 -3.6884 -3.5659
H -0.7845 2.7732 1.5319
H 1.1708 -4.5977 -0.0547
H -2.1899 -3.5888 0.5855
H 0.3948 3.9299 -5.6024
H 0.9901 -0.2662 -5.0456
C 1.5760 -2.5218 -2.1158
H 3.5827 -4.6040 -3.8924
H -0.6072 -4.0378 1.6583
H 1.9411 -4.6372 -2.0539
H -2.0630 0.4667 0.3367
P 0.5104 -2.3968 -0.6644
N 1.1694 -0.1485 -2.3325
H -0.3908 5.2862 -1.2049
C 0.4678 3.6304 -0.0595
H -1.8187 1.2166 -2.0484
H 0.3494 0.6707 6.8326
C 0.5643 4.9725 -0.7806
H -0.7515 -2.1337 -3.2400
C -2.4722 3.2303 -1.7306
H 0.7105 1.6382 -6.5256
C 0.8929 0.8828 -3.2182
H -1.9231 3.7008 -2.5437
H 0.8637 5.7228 -0.0460
C 1.2085 -3.6459 0.4856
C 0.4148 0.7885 5.7511
C 0.4441 -3.8021 1.7948
C 2.8423 -1.2954 -3.7407
H 1.3234 4.9837 -1.5627
H 0.1641 4.2212 -3.1910
Se 0.6640 -0.1204 2.0623
H -1.3608 1.2383 2.7436
C 1.7170 1.4291 2.5687
H 2.5972 1.4101 1.9295
H 2.7225 -2.3253 1.3059
H 1.4757 3.4047 0.3067
H -1.7483 -0.4514 2.4379
C -1.7991 1.9540 -1.2353
Pd 0.6025 -0.0947 -0.3901
H -3.4722 2.9979 -2.0998
H 0.5220 -2.8957 2.3961
C 0.5156 3.0813 -4.9438

Force components x, y, z for each atom (eV/Å):
C 0.0 0.1 0.0
C 0.0 0.0 0.1
C 0.0 0.0 0.1
C 0.0 0.0 -0.1
H 0.0 0.0 0.0
C 0.0 0.0 -0.1
H 0.0 0.0 0.0
H 0.0 0.0 0.0
H 0.0 0.0 0.0
H 0.0 0.0 0.0
H 0.0 0.0 -0.1
H 0.0 0.0 0.0
H 0.0 0.0 0.0
C -0.1 0.2 0.0
H 0.0 0.0 0.0
H 0.0 0.0 0.0
H 0.0 0.0 0.0
H 0.0 0.0 0.0
H 0.0 0.0 0.0
H 0.0 0.0 0.0
H 0.0 0.0 0.0
Ge 0.0 0.0 -0.1
C 0.0 0.0 0.0
C 0.0 0.0 0.1
H 0.0 0.0 0.0
H 0.0 0.0 0.0
H 0.0 0.0 0.0
C 0.0 0.0 0.1
C 0.1 -0.1 -0.1
H 0.1 0.0 0.0
C 0.1 0.0 0.0
H 0.0 0.0 0.0
H 0.0 0.0 0.0
C 0.0 0.0 0.0
H 0.0 0.0 0.0
H 0.0 0.0 0.0
H 0.0 0.0 0.1
C 0.0 0.0 0.0
H 0.0 0.0 0.1
P 0.0 0.0 0.0
C 0.0 0.0 0.1
C 0.0 0.0 0.0
C 0.1 -0.4 -0.1
C 0.0 -0.1 0.0
H 0.1 0.0 0.0
H 0.0 0.0 0.0
H 0.0 0.0 0.0
H 0.0 0.0 0.0
H 0.0 0.0 0.0
C 0.0 0.0 0.0
H 0.0 0.0 0.0
H 0.0 0.0 0.0
H 0.0 0.0 0.0
H 0.0 0.0 0.0
P 0.3 0.0 -0.3
N 0.0 -0.2 0.1
H 0.0 0.0 0.0
C 0.0 0.0 0.2
H 0.0 0.1 0.0
H 0.0 0.0 0.0
C 0.1 0.1 -0.1
H 0.0 0.0 0.0
C 0.0 0.1 0.0
H 0.0 0.0 0.0
C 0.0 0.1 0.0
H 0.0 0.0 0.0
H -0.1 0.0 0.0
C 0.1 0.0 0.1
C 0.0 0.0 0.0
C -0.1 0.0 0.0
C 0.0 0.0 0.0
H -0.1 -0.1 0.0
H 0.1 -0.1 0.0
Se -0.1 -0.1 0.1
H 0.0 0.0 0.0
C -0.1 0.0 -0.1
H 0.0 0.0 0.0
H 0.0 0.0 0.0
H -0.1 -0.1 0.1
H 0.1 0.0 0.0
C -0.1 0.0 0.1
Pd -0.1 0.3 -0.1
H 0.0 0.0 0.0
H 0.0 0.0 0.0
C 0.0 0.0 -0.1

Output
Charge: +1
ΔE to the lowest compared entry with this formula, charge and spin in kcal/mol: 0.0
Kohn-Sham gap in eV: 6.80